[1]
ORCA calculation (the ωB97M-V functional and the def2-TZVPD basis) on one molecule with the formula C5H7NO in a non-equilibrium geometry.

```
14
Properties=species:S:1:pos:R:3:forces:R:3:nbo_charge:R:1
C 1.931 -0.168 1.111 -0.08 -0.03 0.09 -0.684
C 1.125 -0.499 -0.103 1.38 0.03 0.72 -0.069
C -1.884 -0.223 0.456 -1.21 -0.31 0.32 -0.186
C -2.062 -0.085 -0.851 -1.01 -0.39 1.61 -0.086
N -0.867 -0.090 -1.523 1.35 0.57 -0.29 -0.668
C 0.066 0.382 -0.410 -1.50 2.06 -0.71 0.537
O -0.163 1.486 0.132 1.50 -1.55 -1.14 -0.575
H 2.358 -1.044 1.614 -0.11 0.10 -0.24 0.226
H 1.322 0.403 1.817 0.10 -0.12 -0.09 0.244
H 2.767 0.491 0.828 -0.09 -0.15 -0.01 0.240
H 1.530 -1.225 -0.813 -0.66 0.14 0.18 0.211
H -2.242 0.092 1.429 -0.08 -0.30 -0.40 0.208
H -3.049 0.027 -1.306 0.35 -0.13 -0.31 0.217
H -0.832 0.453 -2.382 0.04 0.06 0.27 0.385
```
Forces are in eV/Å.

Calculated values
* F_max: 2.6 eV/A
* charge: 0
* calculated total energy: -8830.377 eV
* relative energy (zero: lowest compared OMol25 entry of this formula, charge and spin): 562.07 kJ/mol

=====

[2]
ORCA calculation (the ωB97M-V functional and the def2-TZVPD basis) on a 2-piece molecular cluster, C6H13NO overall in a non-equilibrium geometry.

```
21
Properties=species:S:1:pos:R:3:forces:R:3:nbo_charge:R:1
C 2.608 -0.082 2.471 0.05 -0.11 0.27 -0.630
C 1.261 0.570 2.617 0.73 0.75 -0.27 -0.288
C 0.793 1.352 1.652 -0.52 0.15 0.52 0.127
O -0.421 1.991 1.771 0.35 -0.08 0.00 -0.685
H 2.517 -1.131 2.177 0.04 0.03 -0.05 0.208
H 3.223 0.442 1.737 -0.06 -0.13 -0.08 0.207
H 3.164 -0.078 3.410 -0.05 0.06 0.00 0.212
H 0.786 0.600 3.590 -0.36 -0.47 -0.16 0.212
H 1.363 1.619 0.768 -0.02 -0.35 -0.15 0.158
H -0.672 2.299 0.900 -0.19 0.12 -0.10 0.478
C -1.362 0.758 -3.197 0.20 0.39 0.55 -0.519
C -1.821 -0.117 -2.292 -0.09 0.54 -0.60 0.012
N -1.103 -0.610 -1.214 0.11 -0.01 0.42 -0.615
C -1.211 -2.057 -0.982 -0.57 0.67 -0.17 -0.405
H -0.479 1.350 -2.961 0.38 -0.52 -0.36 0.183
H -1.872 1.042 -4.104 -0.48 0.08 0.31 0.209
H -2.872 -0.392 -2.322 0.16 -0.68 -0.22 0.192
H -0.128 -0.350 -1.263 -0.02 0.14 -0.07 0.362
H -0.489 -2.326 -0.216 0.00 -0.21 -0.10 0.209
H -2.216 -2.281 -0.621 0.09 -0.08 0.08 0.196
H -1.069 -2.597 -1.923 0.25 -0.29 0.18 0.177
```
Forces are in eV/Å.

Calculated values
* F_max: 1.1 eV/A
* charge: 0
* calculated total energy: -9968.337 eV
* relative energy (zero: lowest compared OMol25 entry of this formula, charge and spin): 273.80 kJ/mol

=====

[3]
ORCA calculation (the ωB97M-V functional and the def2-TZVPD basis) on one molecule with the formula C5H12Si in a non-equilibrium geometry.

```
18
Properties=species:S:1:pos:R:3:forces:R:3:nbo_charge:R:1
C 2.649 -0.060 -0.049 1.65 1.38 3.04 -0.620
C 1.390 0.821 0.350 0.64 -0.76 -0.87 -0.388
C 0.177 0.160 -0.243 -0.39 0.42 -0.43 -0.601
C -0.265 -1.214 0.215 -3.54 0.10 -4.00 -0.763
Si -1.498 0.142 0.556 -0.15 0.03 -1.48 1.192
C -3.114 0.244 -0.452 2.68 0.67 -3.63 -1.068
H 2.824 -1.040 0.454 -0.86 0.78 0.41 0.210
H 3.673 0.426 0.071 -1.41 -0.11 -0.05 0.206
H 2.616 -0.372 -1.018 -0.41 -0.38 -3.10 0.197
H 1.387 1.906 0.032 0.52 -1.27 0.15 0.214
H 1.199 0.805 1.382 0.49 0.24 1.82 0.193
H 0.380 0.146 -1.260 -0.54 0.20 -2.23 0.221
H -0.602 -2.014 -0.577 0.96 1.69 1.62 0.241
H 0.237 -1.527 0.989 2.66 -2.37 4.04 0.208
H -1.422 0.918 1.779 -0.21 -0.02 0.55 -0.165
H -3.116 -0.564 -1.307 0.19 1.54 1.62 0.246
H -3.937 0.049 0.130 -2.10 -0.13 1.35 0.228
H -3.156 1.289 -0.991 -0.20 -2.00 1.18 0.247
```
Forces are in eV/Å.

Calculated values
* F_max: 5.4 eV/A
* charge: 0
* calculated total energy: -13254.767 eV
* relative energy (zero: lowest compared OMol25 entry of this formula, charge and spin): 189.48 kJ/mol

=====

[4]
ORCA calculation (the ωB97M-V functional and the def2-TZVPD basis) on C5H10N2O as an isolated structure.

```
18
Properties=species:S:1:pos:R:3:forces:R:3:nbo_charge:R:1
C 0.621 -0.030 -2.144 -0.06 0.04 0.08 -0.694
C -0.562 0.070 -1.198 0.09 -0.05 0.26 0.681
N -0.045 1.427 -0.031 0.03 -0.41 0.03 -0.784
O -1.719 0.089 -1.581 0.25 0.01 0.17 -0.671
H -0.872 1.874 0.358 0.05 -0.04 0.00 0.393
H 0.638 2.136 -0.283 -0.05 -0.08 0.05 0.385
H 1.585 0.016 -1.636 -0.05 0.00 0.02 0.210
H 0.550 0.780 -2.868 -0.01 -0.03 0.03 0.238
H 0.548 -0.978 -2.682 -0.01 0.04 0.03 0.231
C 0.511 0.267 1.039 -0.21 0.14 -0.47 0.060
C -0.834 -1.778 0.510 0.07 0.21 -0.04 0.068
C 0.221 0.248 2.395 -0.05 0.00 -0.02 -0.839
N -0.271 -0.723 0.123 -0.07 0.11 -0.03 -0.329
H 1.567 0.193 0.787 -0.02 0.00 0.00 0.204
H -0.654 -2.086 1.541 0.03 0.03 -0.04 0.230
H -1.494 -2.311 -0.166 0.02 0.04 0.00 0.213
H -0.802 0.365 2.736 -0.02 0.00 -0.02 0.189
H 1.013 0.442 3.101 0.01 -0.01 -0.04 0.214
```
Forces are in eV/Å.

Calculated values
* F_max: 0.5 eV/A
* charge: 0
* calculated total energy: -10370.822 eV
* relative energy (zero: lowest compared OMol25 entry of this formula, charge and spin): 432.53 kJ/mol

=====

[5]
ORCA calculation (the ωB97M-V functional and the def2-TZVPD basis) on one molecule with the formula C6H7NO in a non-equilibrium geometry.

```
15
Properties=species:S:1:pos:R:3:forces:R:3:nbo_charge:R:1
O 1.846 -0.222 -1.770 -1.92 -0.50 0.94 -0.518
C 0.848 -0.065 -1.066 2.71 2.41 -1.96 0.560
C -0.609 -0.460 -1.414 1.69 3.86 1.27 -0.193
C -0.945 -1.469 -0.503 2.32 0.92 4.08 -0.246
N -1.305 0.045 -0.112 -0.80 -3.92 -2.43 -0.408
C -0.526 0.874 0.721 1.51 3.59 -0.53 -0.060
C 0.607 0.438 1.613 -2.87 -4.90 -3.92 -0.386
C 0.923 0.928 0.117 -0.03 -0.52 2.28 -0.371
H -1.059 -0.098 -2.340 0.21 -0.64 0.14 0.244
H -1.882 -1.895 -0.572 -1.27 -1.85 0.08 0.233
H 0.023 -1.855 0.094 -2.85 0.02 -1.37 0.218
H -1.168 1.807 0.791 1.35 -0.92 0.66 0.229
H 1.047 0.921 2.384 0.92 1.96 2.10 0.226
H 0.457 -0.697 1.820 0.85 1.94 -0.33 0.206
H 1.741 1.748 0.235 -1.83 -1.48 -1.00 0.267
```
Forces are in eV/Å.

Calculated values
* F_max: 6.9 eV/A
* charge: 0
* calculated total energy: -9868.206 eV
* relative energy (zero: lowest compared OMol25 entry of this formula, charge and spin): 429.52 kJ/mol

=====

[6]
ORCA calculation (the ωB97M-V functional and the def2-TZVPD basis) on a 2-piece molecular cluster, C5H8IO2 overall in a non-equilibrium geometry.

```
16
Properties=species:S:1:pos:R:3:forces:R:3:nbo_charge:R:1
C -1.595 1.042 0.004 -1.02 0.02 -0.71 0.658
C -0.525 -1.165 0.927 -3.24 -0.03 -1.69 -0.707
C -0.088 -0.705 -1.406 -1.00 0.95 -1.58 -0.722
C 1.766 1.287 0.522 -1.11 -3.13 -1.34 -0.594
C -0.577 -0.083 -0.151 1.73 -1.73 1.52 0.196
O -2.220 1.044 1.088 0.47 -0.01 0.24 -0.755
O -1.828 1.735 -1.012 0.59 -0.09 0.02 -0.749
I 3.199 -0.160 -0.012 -0.11 0.41 0.35 0.020
H -1.650 -1.243 1.282 2.21 -0.41 -0.59 0.254
H -0.012 -2.074 0.557 -0.83 0.24 0.11 0.189
H 0.011 -0.875 1.739 1.40 1.12 2.64 0.220
H -1.005 -1.298 -1.895 2.09 0.88 0.97 0.220
H 0.123 0.162 -2.052 -0.06 -0.56 -0.46 0.241
H 0.865 -1.298 -1.261 -1.37 0.38 -0.21 0.215
H 1.968 2.208 0.157 0.67 2.60 -2.05 0.154
H 1.567 1.424 1.514 -0.43 -0.65 2.80 0.161
```
Forces are in eV/Å.

Calculated values
* F_max: 3.7 eV/A
* charge: -1
* calculated total energy: -17507.914 eV
* relative energy (zero: lowest compared OMol25 entry of this formula, charge and spin): 351.11 kJ/mol